Entry 1:
The following is a DFT calculation (ωB97M-V with the def2-TZVPD basis set) of 3 unconnected molecules or ions with the total composition C24H33IN4O5S.

The geometry in XYZ format:
```
68
Properties=species:S:1:pos:R:3:forces:R:3
I -8.1117 8.5028 1.5430 0.0905 -0.8686 -0.3408
N -7.3457 6.7578 0.6628 2.3943 -3.5906 -2.1368
C -5.8976 6.8843 0.1540 -0.4027 -4.2783 -1.0259
C -5.1043 5.5974 -0.5343 -4.2847 0.1738 1.7151
C -5.9020 4.1474 -0.6814 -0.6680 2.9746 1.3064
C -5.0647 2.8861 -1.3219 1.8752 -2.5890 -1.3514
C -3.6058 3.1368 -2.0997 -1.2699 -3.8404 0.5149
C -2.7361 1.8546 -2.7035 -3.5169 0.3756 2.0776
N -3.2494 0.4245 -2.5815 -3.3052 2.8065 1.7585
C -2.4975 -0.8135 -3.0673 0.5765 -1.8994 -0.5870
C -1.4379 -1.4159 -1.9364 1.3041 0.1001 -0.2064
C -1.2800 -0.4717 -0.6055 0.5669 0.2516 0.0271
C -0.5023 -1.2099 0.6602 0.8392 2.7329 -1.0182
S -1.6301 -2.1982 1.7829 -1.5809 0.4459 -0.0151
C -3.2569 -1.3284 2.1078 -5.0784 4.6723 1.6445
N -3.6577 -0.2176 3.0532 -0.6544 -3.2763 -3.4587
N -5.0204 0.1381 2.9263 0.1051 -4.1767 -4.4487
C -5.6649 -0.7095 1.8410 6.5995 1.2977 3.7721
O -4.5425 -1.5949 1.3967 -0.7005 1.4890 0.6446
C -4.5954 0.1369 -1.8866 -0.2126 3.7455 0.6850
C -5.5605 1.3172 -1.2371 3.6362 1.1451 -1.6256
C -7.4471 4.1082 -0.1304 2.3766 2.9910 0.1540
C -8.1348 5.4611 0.5349 3.4401 -1.1642 -1.5216
H -5.2916 7.8971 0.2651 -1.8516 -2.2294 -0.0632
H -3.9894 5.7790 -0.8625 -2.5997 -0.4321 0.7889
H -3.1551 4.2204 -2.1963 -0.9491 -2.6381 0.0595
H -1.6978 2.0622 -3.2133 -2.3208 -0.7703 1.0582
H -3.2514 -1.7131 -3.2855 1.2343 2.4816 0.4761
H -1.9737 -0.5961 -4.1057 -1.0825 -0.0979 2.3737
H -0.3761 -1.4182 -2.4817 -2.2957 -0.0040 1.3009
H -1.6462 -2.5614 -1.6866 0.0171 2.6726 -0.4679
H -2.2807 -0.0481 -0.1713 1.6757 -0.9678 -0.9345
H -0.6449 0.4801 -0.9452 -1.2233 -2.0782 0.9043
H 0.4284 -1.8540 0.2822 -2.3558 0.9513 1.0440
H -0.0242 -0.3230 1.2920 -1.0445 -2.0176 -1.2784
H -6.7753 -0.6598 1.4504 2.7851 -0.7034 0.8084
H -5.0018 -0.9769 -1.7545 1.4610 2.6053 -0.5874
H -6.5782 1.0386 -0.6800 2.6647 0.4963 -1.5007
H -8.0370 3.0838 -0.2047 1.1313 2.6723 0.2735
H -9.2586 5.3820 0.9150 2.7857 0.5914 -0.8003
O 3.3116 0.7705 -0.1327 0.2065 -1.3953 1.4196
C 3.7555 0.1376 0.8209 -0.3592 1.0169 -0.8591
O 3.1526 -1.0037 1.2248 -0.3111 0.0428 -0.7373
C 3.6952 -1.9149 2.1985 0.1460 -0.0649 0.3918
C 3.3360 -1.4804 3.6053 -0.0285 0.2179 0.0980
C 4.9159 0.6631 1.6138 0.6771 -0.1720 -0.1975
H 4.7726 -2.0455 2.0585 -0.1179 0.1562 0.0010
H 3.2385 -2.8901 1.9967 -0.0176 0.2938 -0.2103
H 3.7622 -0.5026 3.8453 0.0613 -0.1608 -0.0026
H 3.7005 -2.2059 4.3381 -0.0471 0.0815 -0.1097
H 2.2502 -1.3865 3.7120 0.1229 -0.1286 -0.0320
H 4.5499 1.3760 2.3569 0.0381 -0.0894 -0.0759
H 5.6000 1.1746 0.9293 -0.3178 0.0657 0.1422
H 5.5015 -0.1128 2.1050 -0.1507 0.0624 0.1454
O 8.7677 -3.3075 1.7268 -0.8142 -0.0443 -2.1920
C 8.3860 -3.5772 0.5916 0.4398 0.1731 1.7556
O 8.0339 -2.5909 -0.2642 0.2778 0.3798 0.2110
C 7.7586 -2.7827 -1.6643 -0.1204 -0.0904 -0.0445
C 6.3158 -3.1927 -1.8808 -0.1814 -0.1530 0.1239
C 8.2137 -5.0044 0.1618 0.5368 -0.4247 -0.2939
H 8.4692 -3.4834 -2.1132 -0.1162 -0.0004 0.1500
H 7.9331 -1.8154 -2.1483 0.0815 -0.1080 0.3524
H 6.0936 -4.1501 -1.4017 0.0774 0.0276 -0.1303
H 6.0957 -3.2810 -2.9485 0.0352 0.0255 0.1100
H 5.6373 -2.4544 -1.4408 0.1395 0.0078 -0.1240
H 7.2359 -5.3636 0.4923 0.1103 0.0299 -0.0462
H 8.9974 -5.6054 0.6339 -0.3043 0.1665 0.1175
H 8.3187 -5.1572 -0.9115 -0.2261 0.0350 0.0186
```
Forces are in eV/Å.

Its total charge is +2.

---

Entry 2:
The following is a DFT calculation (ωB97M-V with the def2-TZVPD basis set) of a molecular structure, C24H33MnN4O3SSeSi.

The geometry in XYZ format:
```
68
Properties=species:S:1:pos:R:3:forces:R:3
Mn 0.3350 1.2735 0.5459 -0.0995 -0.4597 -0.3438
C -1.6296 -2.6206 0.1726 0.0653 0.1371 -0.0467
C -1.7066 -1.1669 -0.2771 -0.3708 -0.1237 0.1175
C -2.4133 -1.0543 -1.6241 0.2043 0.0349 0.1061
C -2.4268 -0.3174 0.7684 0.2386 -0.0583 -0.1150
O -0.3681 -0.6051 -0.3556 -0.5297 0.0419 0.2404
Si 0.9888 -1.0650 -1.2612 0.6202 1.3696 0.7303
S 2.1386 0.6527 -0.6761 0.6686 -0.6196 -0.5889
O 0.5207 -1.0662 -2.7910 -0.2747 -0.1505 -0.2939
C 1.0907 -1.6001 -4.0089 0.0640 -0.0829 -0.1092
C 0.3797 -0.8763 -5.1430 0.0477 -0.0124 0.1066
C 2.5870 -1.3141 -4.0275 -0.1303 0.0477 0.1147
C 0.8174 -3.0994 -4.0527 -0.0115 0.1368 0.0998
O 1.5601 -2.5044 -0.8332 -0.0976 -0.2294 -0.0055
C 2.3960 -3.0468 0.2133 0.1310 -0.0621 0.0117
C 2.0251 -2.4499 1.5663 -0.1175 -0.0126 -0.0922
C 2.1382 -4.5466 0.2065 0.0135 0.0629 -0.0286
C 3.8453 -2.7419 -0.1444 -0.1056 0.0519 -0.0278
H -2.6379 -3.0241 0.2657 0.0084 -0.0422 -0.0038
H -1.1305 -2.7015 1.1398 -0.0311 -0.0101 -0.0328
H -1.0794 -3.2163 -0.5568 -0.0081 -0.0315 0.0286
H -3.4521 -1.3663 -1.5142 -0.0030 0.0127 -0.0245
H -1.9284 -1.6868 -2.3643 -0.0181 -0.0012 -0.0442
H -2.3846 -0.0248 -1.9848 -0.0323 -0.0011 -0.0110
H -3.4422 -0.6749 0.9310 -0.0173 0.0232 0.0078
H -2.4808 0.7221 0.4253 -0.0566 0.0104 0.0424
H -1.8889 -0.3625 1.7207 -0.0504 0.0063 0.0175
H 0.5923 0.1921 -5.0929 -0.0093 0.0011 -0.0310
H -0.6981 -1.0218 -5.0633 -0.0009 -0.0167 -0.0201
H 0.7152 -1.2590 -6.1070 0.0005 0.0135 -0.0003
H 2.7663 -0.2419 -3.9360 0.0211 -0.0073 -0.0322
H 3.0282 -1.6711 -4.9575 0.0353 -0.0090 0.0090
H 3.0759 -1.8170 -3.1894 0.0536 -0.0273 -0.0548
H -0.2572 -3.2884 -4.0266 0.0028 -0.0111 -0.0151
H 1.2789 -3.5823 -3.1910 0.0017 -0.0572 -0.0334
H 1.2250 -3.5332 -4.9659 -0.0011 -0.0040 0.0012
H 0.9820 -2.6734 1.8056 0.0800 0.0091 0.0143
H 2.1691 -1.3691 1.5550 0.0487 0.0647 0.0061
H 2.6591 -2.8784 2.3432 -0.0135 0.0027 0.0033
H 1.1028 -4.7609 0.4753 -0.0027 0.0001 -0.0186
H 2.7941 -5.0443 0.9213 -0.0086 -0.0101 0.0068
H 2.3341 -4.9514 -0.7865 -0.0014 -0.0218 0.0150
H 4.0074 -1.6631 -0.1720 0.0304 -0.0207 0.0018
H 4.0756 -3.1583 -1.1261 0.0262 0.0017 0.0162
H 4.5233 -3.1831 0.5865 -0.0054 0.0007 0.0124
Se -3.1696 6.5451 4.8859 -0.2027 0.3687 0.2848
N -2.2228 5.1138 5.2639 0.2172 -0.4448 0.1330
C -1.8388 4.5872 4.1272 -0.2096 0.3430 -0.0483
C -1.0338 3.3885 4.0228 0.1787 -0.2136 -0.2033
C -0.6489 2.6488 5.1428 0.0776 -0.0458 -0.0909
C 0.1335 1.5291 4.9668 -0.0355 0.1185 0.1104
C 0.5177 1.1810 3.6797 0.1911 -0.1092 -0.1684
N 0.1448 1.8595 2.5990 -0.4403 0.2105 0.1817
C -0.6358 2.9549 2.7519 0.0954 -0.1962 0.5086
C -1.0713 3.6625 1.5470 -0.2391 0.3451 -0.3935
N -0.6763 3.1751 0.3483 -0.3013 0.0658 0.3857
C -1.0810 3.7854 -0.7590 0.1743 -0.1328 -0.1750
C -1.9172 4.8942 -0.7535 -0.0465 0.1299 0.0914
C -2.3282 5.4058 0.4569 0.0885 -0.0766 -0.0441
C -1.8901 4.7950 1.6342 0.1798 -0.2315 -0.1808
C -2.2619 5.2844 2.9448 -0.0432 0.0798 0.3979
N -2.9800 6.3612 3.1484 -0.0120 -0.0642 -0.5016
H -0.9704 2.9757 6.1226 0.0061 -0.0086 0.0077
H 0.4561 0.9297 5.8054 0.0163 -0.0023 -0.0102
H 1.1636 0.3285 3.5060 -0.0500 -0.0358 -0.0063
H -0.7118 3.3743 -1.6909 -0.0351 -0.0480 0.0060
H -2.2278 5.3394 -1.6873 0.0193 -0.0080 -0.0096
H -2.9771 6.2687 0.5242 0.0062 0.0098 -0.0113
```
Forces are in eV/Å.

Its total charge is +1. The value obtained for the relative energy (zero: lowest compared OMol25 entry of this formula, charge and spin) is 0.114 eV. As for the expectation value of S²: 8.76. As for the multiplicity: 6.

---

Number 1: total energy -60519.6840 eV. Number 2: total energy -152908.6488 eV.